Model w:
The following is a quantum chemistry calculation of a cluster of 2 separate species, C5H14N2O in total, from the Open Molecules 2025 dataset.

Results
HOMO-LUMO gap = 9.34 eV
SMILES = C/N=C(\C)O.CCN
Highest occupied orbital energy = -8.368 eV

Last column: natural (NBO) charge in e.
Element x y z (Å)
C -1.64 -1.21 -0.76  -0.2154
C -2.23 -0.32 0.32  -0.6289
N -0.28 -1.87 -0.36  -0.9014
H -0.24 -2.01 0.65  0.3753
H 0.49 -1.80 -1.02  0.3959
H -1.52 -0.68 -1.71  0.2002
H -2.30 -2.06 -0.93  0.1810
H -3.33 -0.38 0.31  0.2140
H -1.99 0.73 0.15  0.2101
H -1.90 -0.60 1.32  0.1998
C 0.30 2.10 -0.40  -0.4384
C 1.67 0.20 1.37  -0.7125
C 1.52 0.07 -0.12  0.5980
O 2.54 -0.63 -0.67  -0.6950
N 0.98 0.94 -0.93  -0.5528
H 2.51 -0.45 -1.62  0.4925
H -0.58 2.30 -1.03  0.1979
H -0.07 2.00 0.62  0.1743
H 0.95 2.98 -0.44  0.1990
H 0.72 -0.03 1.86  0.2275
H 2.43 -0.49 1.75  0.2407
H 1.98 1.21 1.65  0.2381

---

Model x:
The following is a quantum chemistry calculation of an isolated molecule of C5H14N2O, from the Open Molecules 2025 dataset.

Results
HOMO-LUMO gap = 9.95 eV
SMILES = CNN[C@@H](C)[C@@H](C)O
Highest occupied orbital energy = -8.867 eV

Last column: natural (NBO) charge in e.
Element x y z (Å)
C 1.62 -0.59 -0.55  0.1096
C 0.37 0.27 0.04  -0.0784
C -2.70 0.67 0.92  -0.4274
C 1.20 -1.35 -1.79  -0.6413
C 0.81 1.04 1.28  -0.6329
N -0.70 -0.66 0.25  -0.4854
N -2.00 -0.05 -0.13  -0.4683
O 2.72 0.26 -0.79  -0.7183
H 2.50 0.83 -1.53  0.4595
H -0.71 -0.99 1.22  0.3338
H -2.58 -0.82 -0.45  0.3495
H 1.95 -1.28 0.23  0.1661
H 0.08 0.96 -0.75  0.1988
H -2.81 0.10 1.85  0.1626
H -3.69 0.94 0.57  0.2063
H -2.15 1.59 1.15  0.1908
H 0.38 -2.02 -1.55  0.2336
H 0.87 -0.65 -2.56  0.1952
H 2.04 -1.92 -2.18  0.2130
H 1.75 1.56 1.08  0.2321
H 0.06 1.77 1.58  0.2037
H 0.99 0.35 2.11  0.1971

---

Model y:
The following is a quantum chemistry calculation of an isolated molecule of C5H14N2O, from the Open Molecules 2025 dataset.

Results
HOMO-LUMO gap = 9.88 eV
SMILES = NCNCCCCO
Highest occupied orbital energy = -8.871 eV

Last column: natural (NBO) charge in e.
Element x y z (Å)
C -0.30 1.01 -0.68  -0.2200
N -0.62 -0.01 -1.70  -0.6360
C -1.70 -0.90 -1.35  -0.0689
N -3.05 -0.37 -1.31  -0.8851
C 0.12 0.38 0.65  -0.4314
C 1.39 -0.42 0.59  -0.4351
C 2.55 0.24 1.40  -0.0517
O 2.28 -0.08 2.76  -0.7377
H -1.15 1.67 -0.48  0.1787
H 0.60 1.50 -1.06  0.1869
H -0.77 0.43 -2.59  0.3615
H -1.69 -1.60 -2.19  0.1776
H -1.53 -1.50 -0.45  0.1803
H -3.70 -0.75 -1.99  0.3698
H -3.45 -0.33 -0.39  0.3610
H 0.02 1.15 1.44  0.2176
H -0.81 -0.10 1.02  0.2014
H 1.77 -0.56 -0.42  0.2183
H 1.35 -1.39 1.10  0.2226
H 3.48 -0.28 1.12  0.1606
H 2.60 1.31 1.22  0.1608
H 2.61 0.60 3.33  0.4687

---

Model z:
The following is a quantum chemistry calculation of a cluster of 3 separate species, C5H14N2O in total, from the Open Molecules 2025 dataset.

Results
HOMO-LUMO gap (alpha / beta) = 6.26 / 6.28 eV
Highest occupied orbital energy (alpha / beta) = -5.411 / -5.452 eV

Last column: natural (NBO) charge in e.
Element x y z (Å)
C 0.36 0.57 0.27  0.3173
C 1.95 -1.55 -0.16  -0.2402
C -0.03 -0.74 0.54  -0.3953
C -1.97 0.47 0.93  -0.3094
C 0.34 1.09 -1.14  -0.6807
N 1.03 1.32 1.18  -0.8075
N -2.96 0.32 -0.10  -0.8271
O 1.87 -1.63 -1.58  -0.7515
H 1.13 -2.21 -1.80  0.4584
H 1.64 2.06 0.87  0.3959
H 1.18 0.96 2.11  0.3926
H -3.02 -0.63 -0.44  0.3516
H -2.79 0.93 -0.89  0.3543
H 2.83 -0.95 0.08  0.1483
H 2.04 -2.55 0.30  0.1358
H -0.54 -1.30 -0.23  0.2081
H 0.02 -1.13 1.55  0.2150
H -1.87 1.51 1.22  0.1680
H -2.23 -0.13 1.80  0.1687
H 1.09 0.57 -1.74  0.2664
H -0.63 0.88 -1.60  0.2219
H 0.53 2.16 -1.19  0.2094

---

Quick ranking, most stable first: model y, model x, model w, model z.